w:
9
Properties=species:S:1:pos:R:3:nbo_charge:R:1 method="wB97M-V/def2-TZVPD" spin_multiplicity=4 gap_ev="6.851 / 7.961" e_homo_ev="-16.5 / -17.5" charge=+2
O -1.67 -1.70 -0.99 -0.27
C -1.50 -0.64 -0.53 0.79
C -0.41 1.10 -0.31 -0.71
C -1.74 0.75 0.00 -0.36
H -2.32 0.78 0.94 0.32
H -0.99 2.18 -0.46 0.30
O 3.15 -1.23 0.39 -0.72
C 3.66 -2.20 0.07 0.74
Pr 1.82 0.97 0.88 1.91

x:
9
Properties=species:S:1:pos:R:3:nbo_charge:R:1 method="wB97M-V/def2-TZVPD" spin_multiplicity=4 gap_ev="6.165 / 6.228" e_homo_ev="-16.0 / -16.0" charge=+2
H 2.56 0.45 0.17 0.27
C 1.52 0.58 -0.10 0.11
C 0.27 0.17 0.18 0.12
O 1.10 1.45 -1.09 -0.17
O -0.25 1.06 -0.82 -0.38
Pr -1.89 0.75 -3.01 1.97
C -1.13 -1.52 1.58 -0.01
C -0.52 -0.66 0.98 -0.19
H -1.66 -2.28 2.12 0.28

What are the relative energies? In kcal/mol: w 0.0; x 12.1.

w:
16
Properties=species:S:1:pos:R:3:nbo_charge:R:1 method="wB97M-V/def2-TZVPD" spin_multiplicity=1 gap_ev=9.355 e_homo_ev=-8.3
C 0.39 -1.82 0.36 -0.64
C -1.65 1.16 -0.34 -0.40
C 0.02 -0.50 -0.27 0.01
C 1.56 0.76 -0.16 0.50
N -1.11 0.07 0.37 -0.64
F 1.97 0.97 1.17 -0.37
F 2.66 0.18 -0.78 -0.37
H 0.45 -1.69 1.42 0.21
H 1.39 -2.16 0.04 0.23
H -0.32 -2.51 0.37 0.22
H -2.84 1.09 -0.19 0.19
H -1.26 2.16 0.01 0.18
H -1.34 0.91 -1.33 0.19
H -0.02 -0.46 -1.35 0.19
H 1.22 1.62 -0.72 0.12
H -1.11 0.22 1.39 0.38

x:
16
Properties=species:S:1:pos:R:3:nbo_charge:R:1 method="wB97M-V/def2-TZVPD" spin_multiplicity=1 gap_ev=10.238 e_homo_ev=-9.3 smiles=CN[C@H](C)C(F)F
C 1.94 0.63 0.30 -0.41
N 0.66 0.80 -0.17 -0.60
C -0.32 -0.19 0.20 -0.11
C -0.30 -1.31 -0.89 -0.63
C -1.69 0.42 0.38 0.57
F -2.12 0.81 -0.87 -0.35
F -2.54 -0.53 0.85 -0.33
H 2.44 1.66 0.30 0.21
H 1.89 0.03 1.28 0.16
H 2.62 0.25 -0.43 0.20
H 0.23 1.60 0.26 0.34
H -0.16 -0.52 1.21 0.17
H -0.50 -1.00 -1.90 0.23
H -1.24 -1.96 -0.55 0.21
H 0.59 -1.97 -0.98 0.22
H -1.49 1.29 1.01 0.13

y:
16
Properties=species:S:1:pos:R:3:nbo_charge:R:1 method="wB97M-V/def2-TZVPD" spin_multiplicity=1 gap_ev=10.164 e_homo_ev=-9.3 smiles=C[C@@H](N)C(C)(F)F
C 1.03 -1.76 -0.12 -0.59
C 0.59 -0.11 0.29 -0.09
N 1.54 0.73 -0.34 -0.85
C -0.92 0.00 -0.02 0.66
C -1.57 1.29 0.27 -0.67
F -1.22 -0.38 -1.30 -0.36
F -1.43 -1.03 0.71 -0.35
H 1.99 -1.97 0.24 0.20
H 1.05 -1.90 -1.14 0.20
H 0.19 -2.26 0.37 0.22
H 0.76 -0.20 1.39 0.21
H 1.36 0.88 -1.36 0.37
H 1.64 1.74 0.00 0.36
H -0.91 2.16 -0.07 0.22
H -2.46 1.29 -0.27 0.23
H -1.63 1.50 1.33 0.24

What are the relative energies? In kcal/mol: w 38.6; x 14.9; y 0.0.

w:
61
Properties=species:S:1:pos:R:3:nbo_charge:R:1 method="wB97M-V/def2-TZVPD" spin_multiplicity=1 gap_ev=9.966 e_homo_ev=-9.8
C -0.20 -1.64 1.27 -0.35
C -0.53 -0.61 0.50 -0.29
C -1.99 -0.62 0.13 -0.19
C -2.49 -1.41 -0.81 -0.20
C -3.92 -1.69 -1.14 -0.67
H 0.76 -1.94 1.68 0.23
H -0.97 -2.28 1.70 0.19
H 0.29 0.01 0.16 0.21
H -2.56 -0.13 0.93 0.21
H -1.68 -1.75 -1.43 0.18
H -3.97 -2.58 -1.76 0.21
H -4.58 -0.88 -1.44 0.24
H -4.41 -2.12 -0.25 0.23
H -3.43 3.45 -0.24 0.47
H -2.76 2.48 0.67 0.50
O -3.32 2.52 -0.18 -0.98
H -0.57 -1.21 3.91 0.48
H 0.27 -1.90 4.96 0.47
O 0.20 -1.87 4.03 -0.94
H -1.67 2.23 -1.15 0.48
H -0.38 2.51 -1.76 0.47
O -1.23 2.88 -1.73 -0.96
H 3.90 -0.63 3.17 0.47
H 3.50 -0.08 1.86 0.52
O 3.33 0.08 2.83 -1.00
H -0.75 1.82 4.13 0.49
H -0.29 3.09 4.56 0.47
O -1.01 2.47 4.77 -0.95
H 0.04 -1.84 -5.12 0.47
H -0.94 -0.79 -4.64 0.51
O 0.05 -1.00 -4.61 -1.00
H -3.23 -0.74 -4.80 0.50
H -2.51 0.65 -4.28 0.52
O -2.42 -0.22 -4.77 -0.97
H 2.58 1.87 -1.45 0.48
H 1.99 0.92 -2.50 0.49
O 1.92 1.82 -2.13 -0.98
H 1.02 3.86 0.27 0.48
H 1.22 2.36 0.38 0.48
O 0.99 3.14 0.89 -0.96
H 0.52 0.81 2.46 0.47
H 1.52 0.40 3.52 0.52
O 0.67 0.78 3.38 -0.99
H 1.28 -0.80 -3.26 0.53
H 0.76 -1.23 -1.83 0.50
O 1.57 -0.90 -2.30 -1.01
H -2.08 2.99 3.11 0.50
H -1.25 3.47 1.91 0.49
O -2.14 3.33 2.16 -0.98
H -0.57 -4.60 -0.55 0.47
H -1.40 -3.71 -1.41 0.47
O -0.60 -4.22 -1.38 -0.93
H 2.73 -2.24 -2.05 0.49
H 2.79 -3.84 -2.17 0.48
O 3.31 -3.03 -1.95 -0.99
H 4.75 -1.48 0.09 0.49
H 3.37 -1.11 -0.62 0.50
O 3.88 -1.11 0.18 -0.97
H 2.95 2.21 1.85 0.49
H 4.30 2.05 1.24 0.48
O 3.36 2.02 0.98 -0.97

x:
61
Properties=species:S:1:pos:R:3:nbo_charge:R:1 method="wB97M-V/def2-TZVPD" spin_multiplicity=1 gap_ev=8.998 e_homo_ev=-8.8
C -2.61 -0.91 2.42 -0.65
C -1.41 -0.07 2.37 -0.02
C -0.60 0.28 3.39 -0.41
C -0.17 0.69 0.33 -0.48
C -1.30 0.51 1.00 -0.16
H -2.79 -1.39 1.41 0.21
H -3.48 -0.28 2.45 0.22
H -2.55 -1.62 3.26 0.23
H -0.81 -0.01 4.37 0.19
H 0.34 0.77 3.20 0.23
H 0.86 0.37 0.44 0.24
H -0.25 1.05 -0.71 0.17
H -2.24 0.91 0.68 0.22
H -1.09 3.24 -1.61 0.49
H -2.52 2.48 -1.64 0.52
O -1.95 3.13 -1.20 -0.98
H -1.05 -2.88 -0.07 0.50
H -0.46 -2.25 -1.45 0.50
O -0.55 -3.04 -0.88 -1.02
H 3.14 0.03 1.36 0.51
H 2.87 1.35 2.09 0.47
O 2.88 0.37 2.24 -0.99
H 0.49 3.92 3.06 0.47
H -0.34 3.19 2.01 0.51
O 0.55 3.24 2.38 -1.00
H -0.33 2.18 -4.69 0.48
H -0.61 1.91 -3.23 0.47
O 0.13 1.98 -3.85 -0.94
H -2.72 4.03 1.54 0.48
H -1.80 3.34 0.47 0.51
O -2.04 3.35 1.41 -0.99
H 2.88 -2.72 -1.24 0.51
H 4.06 -2.42 -2.06 0.47
O 3.11 -2.19 -2.06 -0.98
H 1.55 2.98 0.51 0.50
H 2.32 4.34 0.38 0.49
O 1.80 3.70 -0.11 -0.98
H 3.20 -0.83 -0.93 0.50
H 2.46 0.55 -1.12 0.50
O 3.00 0.03 -0.47 -1.05
H 1.76 1.90 -3.17 0.51
H 1.95 2.39 -1.68 0.51
O 1.75 1.62 -2.24 -1.00
H 1.09 -3.76 -0.29 0.50
H 1.97 -3.03 0.93 0.52
O 1.95 -3.48 0.04 -1.04
H -0.33 -4.61 1.74 0.48
H -1.23 -5.08 0.61 0.47
O -1.26 -4.68 1.49 -0.95
H -2.50 -2.72 -1.76 0.48
H -2.22 -2.20 -3.01 0.47
O -2.95 -2.12 -2.37 -0.95
H -3.18 -0.14 -2.35 0.52
H -1.69 0.44 -2.67 0.49
O -2.62 0.63 -2.36 -1.02
H -0.09 -0.34 -1.45 0.51
H 0.67 -1.11 -2.58 0.51
O -0.20 -0.75 -2.34 -0.99
H 1.97 -2.72 3.10 0.48
H 1.55 -1.30 2.56 0.53
O 1.64 -2.24 2.34 -0.97

What are the relative energies? In kcal/mol: w 26.7; x 0.0.

w:
19
Properties=species:S:1:pos:R:3:nbo_charge:R:1 method="wB97M-V/def2-TZVPD" spin_multiplicity=2 gap_ev="2.670 / 11.948" e_homo_ev="1.5 / -7.6" charge=-1
C -0.44 -1.30 -2.34 -0.70
C 1.03 -1.06 -1.97 -0.88
H -0.97 -0.34 -2.22 0.19
H -0.47 -1.52 -3.41 0.18
H -1.05 -2.03 -1.81 0.19
H 1.71 -1.82 -2.32 0.19
H 1.18 -0.84 -0.91 0.20
H 1.27 -0.12 -2.47 0.18
C -0.69 0.91 1.27 -0.48
C 0.18 2.08 1.73 -0.75
C -0.20 -0.50 1.66 -0.84
H -1.70 0.98 1.68 0.17
H -0.72 0.95 0.19 0.18
H 0.98 2.21 1.02 0.20
H 0.05 -0.60 2.71 0.19
H 0.58 1.90 2.74 0.19
H -0.48 2.93 1.96 0.19
H -1.00 -1.19 1.37 0.19
H 0.74 -0.64 1.12 0.19

x:
19
Properties=species:S:1:pos:R:3:nbo_charge:R:1 method="wB97M-V/def2-TZVPD" spin_multiplicity=2 gap_ev="2.744 / 11.820" e_homo_ev="1.6 / -7.5" charge=-1
C 0.91 1.72 1.10 -0.70
C 0.47 1.23 2.49 -0.75
H 0.63 0.98 0.36 0.22
H 0.31 2.57 0.79 0.19
H 1.93 2.10 1.04 0.19
H -0.11 1.96 3.07 0.18
H 1.27 0.91 3.15 0.19
H -0.23 0.41 2.34 0.21
C -0.73 -1.28 -1.68 -0.52
C 0.62 -0.57 -1.80 -0.70
C -1.37 -1.26 -0.30 -1.03
H -0.56 -2.31 -2.00 0.18
H -1.39 -0.84 -2.43 0.19
H 1.56 -0.86 -1.34 0.20
H 0.91 -0.44 -2.87 0.18
H -1.88 -2.22 -0.15 0.19
H 0.47 0.48 -1.56 0.19
H -1.93 -0.33 -0.15 0.19
H -0.67 -1.40 0.54 0.19

What are the relative energies? In kcal/mol: w 0.0; x 6.9.